1.
25
Properties=species:S:1:pos:R:3:lowdin_charge:R:1 method="wB97M-V/def2-TZVPD" homo_lumo_gap_ev=8.3 homo_ev=-12.294 e_above_lowest_kcal_mol=25.4 largest_force_ev_per_a=2.8 total_charge=+1
Rb -18.000 2.246 -21.036 0.99
C -17.711 -0.019 -27.232 -0.04
C -17.333 -1.357 -27.350 -0.06
C -17.475 -2.302 -26.387 -0.01
C -18.018 -1.952 -25.179 -0.08
C -18.364 -0.577 -24.948 -0.05
C -18.252 0.414 -26.013 0.04
C -18.995 -0.224 -23.655 -0.28
O -19.260 0.925 -23.275 -0.07
C -19.587 -1.383 -22.914 -0.11
C -20.707 -1.113 -22.125 -0.03
C -21.284 -2.085 -21.411 -0.09
C -20.701 -3.341 -21.251 -0.03
C -19.624 -3.694 -22.097 0.06
C -19.167 -2.668 -23.038 -0.07
C -18.207 -3.030 -24.168 -0.24
O -17.600 -4.109 -24.150 0.11
H -17.491 0.507 -28.149 0.11
H -16.872 -1.621 -28.290 0.12
H -17.017 -3.270 -26.521 0.13
H -18.610 1.429 -25.922 0.11
H -21.295 -0.211 -22.039 0.13
H -22.224 -1.896 -20.915 0.12
H -21.175 -3.845 -20.422 0.11
H -19.104 -4.633 -22.214 0.11



2.
85
Properties=species:S:1:pos:R:3:lowdin_charge:R:1 method="wB97M-V/def2-TZVPD" homo_lumo_gap_ev=7.9 homo_ev=-10.988 smiles=C#CCCC[C@@H]1OCC[N@@+](S)(CCCCCCCCCOC)[C@]1(CCCS)Cc1ccccc1C e_above_lowest_kcal_mol=292.3 largest_force_ev_per_a=7.2 total_charge=+1
C 1.328 4.922 1.606 0.04
C 0.007 4.818 1.528 -0.11
C -1.604 4.558 1.538 -0.18
C -1.816 3.034 2.042 -0.19
C -1.454 1.927 0.871 -0.15
C -2.179 0.586 1.306 -0.24
O -1.659 0.270 2.661 -0.14
C -0.284 -0.179 2.578 -0.15
C -0.002 -1.425 1.599 -0.16
N -0.774 -1.396 0.275 -0.42
S 0.354 -0.354 -0.663 0.97
C -0.732 -2.677 -0.509 -0.21
C 0.350 -3.802 -0.039 -0.16
C 1.869 -3.521 -0.562 -0.20
C 2.957 -3.388 0.661 -0.19
C 4.130 -2.411 0.130 -0.22
C 4.563 -1.235 1.148 -0.20
C 6.052 -0.730 0.656 -0.20
C 6.044 0.741 -0.008 -0.17
C 6.008 0.729 -1.639 -0.23
O 7.036 -0.110 -2.235 -0.24
C 7.909 0.634 -3.124 -0.13
C -2.164 -0.748 0.429 -0.27
C -3.058 -1.913 1.198 -0.13
C -4.223 -1.510 2.176 -0.23
C -5.746 -1.443 1.669 -0.56
S -6.159 -2.012 -0.024 0.66
C -2.867 -0.613 -1.044 -0.09
C -3.550 0.800 -1.375 -0.11
C -4.880 1.370 -0.720 -0.02
C -5.524 2.778 -1.066 -0.05
C -4.858 3.749 -2.128 -0.05
C -3.557 3.198 -2.840 -0.03
C -2.915 1.771 -2.489 -0.15
C -1.592 1.416 -3.351 -0.11
H 2.430 4.562 1.633 0.05
H -2.073 5.235 2.366 0.12
H -2.071 4.759 0.503 0.11
H -2.922 2.868 2.349 0.12
H -1.178 2.840 2.995 0.13
H -1.814 2.437 -0.100 0.11
H -0.308 1.938 0.828 0.08
H -3.295 0.905 1.448 0.15
H -0.016 -0.555 3.653 0.16
H 0.487 0.680 2.390 0.14
H 1.143 -1.415 1.376 0.11
H -0.265 -2.368 2.234 0.15
H -0.022 -0.333 -1.996 -0.07
H -1.710 -3.252 -0.664 0.14
H -0.398 -2.450 -1.608 0.11
H 0.021 -4.761 -0.627 0.13
H 0.280 -4.110 1.063 0.11
H 2.228 -4.462 -1.156 0.12
H 1.943 -2.652 -1.322 0.08
H 2.484 -3.090 1.663 0.09
H 3.418 -4.445 0.819 0.12
H 5.072 -3.084 -0.027 0.12
H 3.930 -1.919 -0.893 0.11
H 3.886 -0.289 1.023 0.10
H 4.565 -1.526 2.259 0.11
H 6.490 -1.459 -0.127 0.11
H 6.751 -0.755 1.572 0.11
H 7.071 1.230 0.264 0.12
H 5.242 1.458 0.404 0.11
H 6.222 1.818 -2.007 0.12
H 4.934 0.493 -2.038 0.12
H 8.872 -0.012 -3.251 0.11
H 7.486 0.768 -4.199 0.10
H 8.260 1.654 -2.712 0.10
H -2.362 -2.632 1.812 0.13
H -3.489 -2.686 0.430 0.10
H -4.257 -2.333 3.015 0.13
H -4.081 -0.549 2.826 0.13
H -6.440 -2.034 2.402 0.09
H -6.121 -0.341 1.784 0.07
H -7.533 -2.227 -0.178 -0.10
H -2.130 -0.805 -1.928 0.09
H -3.703 -1.398 -1.232 0.10
H -5.437 0.743 0.057 0.04
H -6.487 3.176 -0.547 0.10
H -5.280 4.779 -2.408 0.09
H -3.042 3.884 -3.628 0.10
H -0.602 1.575 -2.765 0.06
H -1.557 2.014 -4.351 0.10
H -1.633 0.293 -3.660 0.07



3.
74
Properties=species:S:1:pos:R:3:lowdin_charge:R:1 method="wB97M-V/def2-TZVPD" homo_lumo_gap_ev=2.1 homo_ev=-3.329 largest_force_ev_per_a=9.0 total_charge=-1
C 6.405 -3.830 -0.241 -0.15
C 4.871 -4.387 0.074 -0.25
C 4.189 -3.289 1.130 -0.21
C 4.019 -1.864 0.331 -0.16
C 4.787 -0.680 1.220 -0.17
O 3.798 -0.016 2.084 -0.14
C 3.537 1.373 1.674 -0.29
O 4.482 2.307 1.976 0.00
C 2.196 1.874 0.876 0.00
C 0.763 1.780 1.711 -0.45
I 0.859 0.927 3.733 1.08
C -0.577 2.332 0.933 -0.06
C -2.000 2.247 1.792 -0.14
C -2.921 0.920 1.365 -0.24
C -3.719 0.244 2.628 -0.40
S -5.572 0.567 2.289 0.75
C -6.446 -1.021 1.821 -0.93
S -7.119 -1.967 3.108 0.65
N -6.664 -1.563 0.426 -0.18
C -7.190 -0.930 -0.846 -0.05
C -7.234 -2.091 -2.049 -0.11
N -6.738 -3.397 -1.433 -0.04
C -6.423 -3.004 0.014 -0.10
N -0.505 2.861 -0.516 0.10
B -1.863 3.294 -1.125 -0.48
O -2.706 2.436 -1.980 0.08
O -2.328 4.689 -0.800 0.07
C 0.810 2.917 -1.324 0.03
C 0.735 3.465 -2.902 -0.12
C 0.149 2.377 -3.965 -0.19
C -0.169 0.884 -3.402 -0.18
C 1.119 -0.144 -3.352 -0.22
O 1.617 -0.422 -1.984 -0.15
C 2.277 2.440 -0.669 0.08
C 3.615 2.573 -1.592 -0.19
F 4.876 2.063 -1.031 0.04
F 3.494 1.903 -2.943 0.00
F 3.837 4.055 -1.792 -0.01
H 6.462 -3.251 -1.275 0.08
H 6.792 -3.090 0.582 0.07
H 7.092 -4.799 -0.277 0.08
H 4.231 -4.361 -0.906 0.10
H 4.876 -5.440 0.614 0.11
H 4.949 -3.231 2.038 0.11
H 3.116 -3.632 1.470 0.12
H 2.874 -1.546 0.230 0.12
H 4.428 -1.916 -0.770 0.11
H 5.641 -1.169 1.885 0.13
H 5.316 0.019 0.445 0.12
H -2.628 3.261 1.742 0.13
H -1.820 2.101 2.963 0.10
H -3.688 1.267 0.550 0.07
H -2.234 0.102 0.832 0.14
H -3.379 0.620 3.686 0.10
H -3.559 -0.937 2.561 0.11
H -7.517 0.194 -0.966 0.10
H -7.603 -1.994 -3.160 0.08
H -6.032 -3.846 0.734 0.13
H -2.877 1.596 -1.461 0.11
H -1.825 5.005 0.019 0.12
H 0.117 4.483 -2.991 0.14
H 1.810 3.777 -3.317 0.12
H -0.832 2.820 -4.482 0.13
H 0.927 2.253 -4.860 0.13
H -0.934 0.389 -4.174 0.13
H -0.693 0.820 -2.359 0.10
H 0.731 -1.195 -3.764 0.13
H 1.983 0.176 -4.089 0.12
H 1.029 0.014 -1.293 0.08
O -1.816 -2.350 3.461 -0.42
S -1.803 -2.082 4.911 0.12
O -1.879 -0.629 5.143 -0.51
O -0.556 -2.609 5.496 -0.41
O -2.959 -2.743 5.543 -0.40



4.
69
Properties=species:S:1:pos:R:3:lowdin_charge:R:1 method="wB97M-V/def2-TZVPD" homo_lumo_gap_ev=6.6 homo_ev=-9.955 e_above_lowest_kcal_mol=0.0 largest_force_ev_per_a=1.2 total_charge=+1
Mg 0.003 -0.178 -0.050 0.55
F -2.382 -0.028 6.207 0.06
C -1.084 0.173 5.884 -0.18
C -0.767 0.213 4.556 0.10
C 0.559 0.337 4.147 -0.04
C 0.866 0.361 2.714 -0.26
O -0.057 0.449 1.886 -0.04
C 2.262 0.268 2.397 -0.01
C 3.180 0.353 3.389 0.06
N 2.883 0.488 4.709 0.01
C 3.961 0.587 5.663 -0.26
C 5.098 1.516 5.376 -0.08
C 4.126 1.844 6.467 -0.10
C 1.566 0.421 5.118 -0.11
C 1.211 0.433 6.471 0.06
C -0.107 0.303 6.888 -0.13
N -0.400 0.346 8.274 -0.10
C 0.411 -0.445 9.188 -0.12
C 0.662 0.389 10.456 -0.07
N -0.460 1.371 10.583 0.06
C -1.758 0.703 10.262 -0.08
C -1.781 0.444 8.747 -0.13
C 2.747 0.110 0.956 -0.58
O 3.932 0.291 0.732 0.06
O 1.839 -0.246 0.131 -0.08
H -1.542 0.119 3.807 0.15
H 4.230 0.317 3.130 0.15
H 4.197 -0.355 6.146 0.16
H 5.054 2.107 4.472 0.12
H 6.093 1.186 5.639 0.11
H 3.431 2.654 6.288 0.11
H 4.448 1.751 7.496 0.10
H 1.992 0.565 7.206 0.10
H 1.360 -0.705 8.733 0.12
H -0.093 -1.386 9.444 0.14
H 1.594 0.947 10.402 0.14
H 0.674 -0.240 11.344 0.14
H -0.316 2.100 9.880 0.19
H -0.468 1.802 11.506 0.19
H -2.587 1.341 10.557 0.14
H -1.805 -0.218 10.840 0.14
H -2.262 1.280 8.244 0.14
H -2.373 -0.454 8.554 0.14
Cl -1.069 -3.854 0.278 0.67
C -2.228 -2.572 0.178 -0.72
C -1.752 -1.273 0.117 -0.25
C -2.708 -0.274 0.026 -0.70
Cl -2.102 1.344 -0.136 0.76
C -4.078 -0.509 0.027 -0.70
Cl -5.207 0.791 -0.048 0.68
C -4.519 -1.830 0.093 -0.71
Cl -6.203 -2.170 0.092 0.69
C -3.591 -2.871 0.159 -0.71
Cl -4.136 -4.500 0.216 0.68
N 1.217 0.748 -7.064 0.08
C 0.204 0.082 -6.491 -0.81
S -0.935 -0.664 -7.423 0.70
C 0.164 0.061 -5.001 -0.20
C 1.105 0.722 -4.212 0.01
C 1.012 0.653 -2.835 -0.09
N 0.048 -0.018 -2.205 0.01
C -0.855 -0.660 -2.954 -0.08
C -0.835 -0.646 -4.333 -0.01
H 1.260 0.755 -8.068 0.10
H 1.956 1.188 -6.545 0.09
H 1.918 1.291 -4.642 0.11
H 1.750 1.133 -2.203 0.12
H -1.622 -1.207 -2.421 0.11
H -1.580 -1.179 -4.903 0.08



5.
22
Properties=species:S:1:pos:R:3:lowdin_spin:R:1 method="wB97M-V/def2-TZVPD" homo_lumo_gap_ev="12.3 / 8.5" homo_ev="-19.909 / -20.455" e_above_lowest_kcal_mol=25.7 largest_force_ev_per_a=2.1 multiplicity=2 total_charge=+2
N 0.810 -1.629 -1.684 0.00
C -0.162 -0.541 -2.001 0.04
C 0.032 0.807 -1.201 0.07
N 0.583 0.679 0.108 0.61
C 0.418 0.972 2.494 0.02
C -0.073 0.152 1.313 0.10
C -1.584 -0.077 1.185 0.03
H 1.721 -1.458 -2.123 0.00
H 0.987 -1.689 -0.679 0.00
H 0.467 -2.564 -1.943 0.00
H -1.196 -0.836 -1.855 0.00
H -0.040 -0.298 -3.060 0.00
H -0.969 1.240 -1.179 0.03
H 0.649 1.496 -1.776 0.00
H 1.256 1.375 0.434 0.01
H 0.202 0.502 3.456 0.00
H 0.018 1.978 2.556 0.00
H 1.509 0.977 2.560 0.00
H 0.410 -0.848 1.457 0.06
H -1.964 0.583 0.439 0.00
H -1.827 -1.100 0.896 0.00
H -2.102 0.098 2.125 0.00



6.
93
Properties=species:S:1:pos:R:3:lowdin_charge:R:1 method="wB97M-V/def2-TZVPD" homo_lumo_gap_ev=5.0 homo_ev=-3.534 largest_force_ev_per_a=7.4 total_charge=-1
C 5.061 -0.345 4.474 -0.13
C 4.032 -0.040 3.655 -0.20
Al 3.719 1.926 3.206 0.17
Si 1.617 2.422 4.268 0.50
C 0.849 4.115 3.800 -0.24
C 1.925 2.272 6.151 -0.24
C 0.370 1.022 3.870 -0.25
O 4.005 2.444 1.489 -0.24
C 5.207 3.085 1.314 -0.83
S 4.655 4.603 0.363 0.79
P 6.184 2.221 -0.002 0.70
O 7.413 2.968 -0.399 -0.48
C 5.968 3.367 2.687 -0.32
B 6.006 4.884 3.135 -0.64
O 4.821 5.586 3.351 0.12
O 7.198 5.548 3.374 0.16
C 7.281 2.574 2.820 -0.32
C 7.993 2.798 4.149 -0.02
F 7.061 1.199 2.680 -0.04
O 5.171 2.836 3.757 -0.14
H 5.873 -1.006 4.148 0.04
H 5.125 0.105 5.465 0.04
H 3.378 -0.789 3.193 0.02
H 0.423 4.552 4.713 0.01
H 1.586 4.808 3.400 0.00
H 0.014 3.954 3.113 0.01
H 0.998 2.060 6.690 0.01
H 2.411 3.165 6.551 0.02
H 2.639 1.452 6.273 0.01
H 0.062 1.105 2.825 0.01
H -0.491 1.064 4.542 0.01
H 0.927 0.091 3.990 0.01
H 5.844 5.196 0.117 -0.12
H 5.308 2.039 -1.094 0.01
H 6.558 0.931 0.422 0.03
H 4.908 6.398 2.842 0.09
H 7.071 6.498 3.314 0.10
H 7.934 2.877 1.994 0.13
H 8.532 1.874 4.368 0.08
H 7.300 2.962 4.972 0.09
H 8.682 3.632 4.038 0.07
O -1.772 -1.636 -0.091 -0.22
P -2.682 -2.547 0.649 0.56
O -2.630 -1.942 2.162 -0.20
C -3.272 -0.697 2.428 -0.28
C -4.788 -0.803 2.379 -0.08
O -1.732 -3.860 0.836 -0.21
C -0.529 -4.010 0.079 -0.29
C 0.663 -3.415 0.806 -0.07
O -4.015 -3.471 0.975 -0.19
C -4.946 -3.721 -0.096 -0.27
C -4.302 -4.459 -1.254 -0.08
H -2.914 0.060 1.723 0.11
H -2.959 -0.389 3.425 0.12
H -5.137 -0.983 1.357 0.06
H -5.250 0.120 2.731 0.08
H -5.136 -1.634 2.991 0.08
H -0.643 -3.579 -0.915 0.10
H -0.376 -5.083 -0.057 0.11
H 0.436 -2.433 1.219 0.07
H 1.517 -3.320 0.134 0.08
H 0.956 -4.049 1.644 0.08
H -5.377 -2.773 -0.433 0.10
H -5.756 -4.318 0.323 0.12
H -3.523 -3.857 -1.727 0.05
H -5.045 -4.701 -2.015 0.08
H -3.832 -5.380 -0.907 0.09
O -5.554 -1.517 -4.878 -0.22
P -4.353 -1.522 -5.746 0.52
O -3.810 -3.054 -5.752 -0.20
C -4.580 -4.056 -6.413 -0.28
C -4.565 -3.904 -7.925 -0.08
O -3.227 -0.820 -4.808 -0.20
C -3.582 -0.179 -3.580 -0.27
C -3.519 -1.147 -2.416 -0.09
O -3.541 -1.056 -7.093 -0.19
C -4.153 -0.055 -7.932 -0.27
C -4.391 1.248 -7.194 -0.08
H -5.607 -4.039 -6.035 0.11
H -4.143 -5.015 -6.137 0.12
H -5.114 -3.011 -8.236 0.06
H -5.033 -4.766 -8.402 0.08
H -3.545 -3.803 -8.292 0.08
H -4.563 0.288 -3.660 0.10
H -2.861 0.625 -3.423 0.12
H -3.991 -2.098 -2.662 0.06
H -4.012 -0.726 -1.536 0.08
H -2.488 -1.366 -2.156 0.06
H -5.092 -0.445 -8.336 0.11
H -3.478 0.105 -8.771 0.12
H -5.114 1.117 -6.382 0.07
H -4.785 2.005 -7.873 0.08
H -3.467 1.613 -6.749 0.09



Values for energy, eV, ordered as above
-19392.388 -59153.343 -96665.499 -125661.848 -8389.195 -105799.201